a) Computed, not measured: a 2-piece molecular cluster, C5H11O4P overall, with ωB97M-V with the def2-TZVPD basis set.

Structure (ORCA input):
```
! wB97M-V def2-TZVPD RIJCOSX def2/J DEFGRID3
* xyz 0 1
C 1.15 0.16 0.78
H -3.94 -1.14 0.13
O 1.17 1.30 -1.49
P -2.14 0.81 -0.44
H 0.46 -0.53 0.54
H 3.17 -0.36 -1.88
C 0.43 1.27 1.41
O 0.58 2.42 1.09
H 2.54 1.42 -0.05
H 0.93 2.10 -0.96
O -2.03 -0.76 0.24
H -0.23 0.88 2.29
C -3.12 -1.67 0.51
H 2.62 -1.32 -0.71
H -2.93 -1.71 1.61
C 2.40 -0.57 -1.31
O -3.52 0.93 -0.81
C 1.93 0.64 -0.51
H 1.72 -0.42 1.55
H -2.81 -2.48 -0.10
H 1.62 -0.96 -1.89
*
```

Values from the calculation:
- Structure (SMILES): C[C@@H](O)CC=O.COP=O
- HOMO-LUMO gap: 9.8 eV

Electronic structure analysis, natural (NBO) charges in units of e: -0.57 0.21 -0.72 1.57 0.24 0.21 0.46 -0.56 0.18 0.48 -0.87 0.11 -0.26 0.19 0.20 -0.60 -1.04 0.11 0.24 0.20 0.22

b) Computed, not measured: a single C5H11O4P molecule, with ωB97M-V with the def2-TZVPD basis set.

Structure (ORCA input):
```
! wB97M-V def2-TZVPD RIJCOSX def2/J DEFGRID3
* xyz 0 1
C -2.82 0.54 -0.86
C 1.83 0.09 -0.41
H 0.20 1.27 1.72
O 1.63 1.43 -0.77
H 0.34 -2.67 -0.70
H 0.15 -0.29 2.56
H 2.82 -0.18 -0.79
H 2.01 -1.17 1.30
C 1.78 -0.12 1.12
C 0.77 -0.81 -1.02
P -0.73 -0.50 0.31
H -2.63 0.06 -1.82
H -3.48 -0.09 -0.27
O -1.60 0.79 -0.17
H -3.28 1.52 -1.02
O 1.12 -2.15 -0.97
H 2.52 0.50 1.62
C 0.37 0.19 1.62
H 0.73 1.69 -0.53
O -1.54 -1.69 0.59
H 0.49 -0.48 -2.03
*
```

Values from the calculation:
- Structure (SMILES): CO[P@]1(=O)CC[C@H](O)[C@H]1O
- HOMO-LUMO gap: 10.4 eV

Electronic structure analysis, natural (NBO) charges in units of e: -0.25 0.06 0.25 -0.70 0.49 0.26 0.20 0.23 -0.43 -0.18 2.05 0.18 0.20 -0.82 0.20 -0.72 0.23 -0.80 0.47 -1.09 0.19

Going by the energies, b) is most stable and the next is 269.9 kJ/mol up.

a) Computed, not measured: C24H18AuCl2GeO2 as an isolated structure, with ωB97M-V with the def2-TZVPD basis set.

Structure (ORCA input):
```
! wB97M-V def2-TZVPD RIJCOSX def2/J DEFGRID3
* xyz 0 2
C -2.56 -1.82 1.21
Cl 5.39 -0.55 0.87
O 0.40 0.04 3.24
H 2.09 1.15 -3.14
C 3.57 0.28 4.85
H 2.10 -0.06 -5.30
H 3.16 0.49 5.83
H 0.14 0.90 -1.64
H -1.28 -3.24 -5.03
C -1.45 -2.70 -4.15
H -3.53 -2.51 -1.56
H -2.73 3.86 2.24
C 0.50 -1.34 -4.71
H -2.28 -1.62 2.25
H -3.40 -3.52 -3.79
C -0.46 -1.75 -3.79
C 4.95 0.10 4.71
H -3.34 5.02 0.29
C -2.26 1.32 0.08
C 0.24 0.11 -2.44
H -3.63 -1.88 1.25
C -2.71 -2.20 -2.17
H 1.12 -0.13 5.11
H 0.63 -1.99 -5.59
C -2.58 -2.92 -3.40
C 1.29 0.32 -3.31
O 2.68 0.00 1.24
C 1.37 -0.37 -4.53
C -1.79 -1.23 -1.84
H -2.79 1.34 -2.04
C 5.48 -0.27 3.49
H 6.55 -0.42 3.36
C 4.67 -0.26 2.39
C 2.72 0.22 3.71
Cl 6.01 0.36 6.04
H -1.83 1.57 2.22
C -2.26 1.96 1.29
H -2.11 -2.78 1.01
Ge -1.76 -0.49 -0.04
C -0.66 -0.95 -2.62
C 1.34 0.00 4.01
C -2.74 1.93 -1.11
C -2.69 3.27 1.32
C -3.07 3.31 -1.07
H -3.30 3.76 -2.00
C 3.29 0.05 2.39
C -3.06 3.95 0.14
Au 0.59 -0.34 0.75
*
```

Values from the calculation:
- HOMO-LUMO gap (alpha / beta): 5.7 / 3.1 eV

Electronic structure analysis, natural (NBO) charges in units of e: -1.06 0.10 -0.49 0.21 -0.19 0.21 0.24 0.23 0.20 -0.18 0.21 0.20 -0.20 0.23 0.21 -0.06 0.02 0.21 -0.47 -0.14 0.21 -0.23 0.12 0.20 -0.21 -0.22 -0.50 -0.22 -0.33 0.22 -0.25 0.26 -0.01 -0.15 0.07 0.22 -0.21 0.23 1.04 -0.11 0.39 -0.21 -0.20 -0.21 0.21 0.34 -0.23 0.27

b) Computed, not measured: C24H18AuCl2GeO2 as an isolated structure, with ωB97M-V with the def2-TZVPD basis set.

Structure (ORCA input):
```
! wB97M-V def2-TZVPD RIJCOSX def2/J DEFGRID3
* xyz 0 2
H 17.76 12.55 5.70
Ge 16.49 10.39 6.41
C 17.00 10.48 8.29
H 8.78 10.86 5.56
H 14.45 6.57 9.11
H 16.42 4.02 6.22
C 11.59 9.27 6.62
H 10.42 12.46 5.76
H 15.93 12.31 8.48
C 10.99 7.93 6.71
C 18.05 9.72 8.81
H 16.83 12.79 10.74
H 17.51 11.51 4.25
O 12.78 9.46 7.11
H 9.22 6.74 6.33
C 8.92 8.78 5.87
C 11.13 11.73 6.13
H 17.78 9.27 4.03
C 15.46 7.49 7.57
C 17.20 6.09 4.62
H 18.75 11.54 11.61
C 15.09 6.35 8.24
H 19.47 9.44 10.42
C 16.18 7.41 6.37
H 17.46 5.11 4.19
C 16.51 6.13 5.87
H 18.71 11.06 5.53
C 16.71 8.57 5.73
C 10.71 10.37 6.24
C 17.71 7.22 4.04
H 18.24 7.21 3.11
C 17.45 8.42 4.57
C 17.12 11.91 10.21
Au 14.13 10.98 6.40
C 9.70 7.72 6.28
Cl 7.34 8.44 5.17
C 16.10 4.95 6.61
C 18.21 11.21 10.67
H 15.02 4.15 8.25
C 16.53 11.59 9.01
H 18.28 8.79 8.39
Cl 11.93 6.61 7.31
C 9.40 10.08 5.88
C 15.44 5.04 7.83
C 17.72 11.51 5.34
C 18.65 10.07 10.01
H 15.10 8.51 7.95
O 12.25 12.18 6.35
*
```

Values from the calculation:
- HOMO-LUMO gap (alpha / beta): 7.6 / 5.4 eV

Electronic structure analysis, natural (NBO) charges in units of e: 0.24 1.14 -0.44 0.22 0.22 0.20 0.42 0.14 0.21 -0.12 -0.22 0.21 0.24 -0.74 0.24 -0.07 0.44 0.20 -0.19 -0.17 0.22 -0.20 0.22 -0.10 0.21 -0.06 0.24 -0.33 -0.29 -0.22 0.21 -0.24 -0.20 0.73 -0.20 -0.01 -0.17 -0.21 0.22 -0.22 0.22 0.04 -0.15 -0.23 -1.06 -0.20 0.23 -0.65

Going by the energies, b) is most stable and the next is 137.9 kJ/mol up.